Record 1
Density functional theory data (ωB97M-V/def2-TZVPD) for C16H19LuN10O9S as an isolated structure in a non-equilibrium geometry.

Geometry (Å):
O1 -4.9035 -3.0749 1.1533
O2 0.5999 1.3514 2.4965
O3 -1.1404 0.8128 -5.8623
C1 -4.1257 0.4765 -2.4035
C2 4.0225 0.7836 2.6483
H1 -0.2582 -2.7453 0.7633
N1 -4.4067 -2.4682 2.1337
Lu1 0.3601 0.2234 0.3841
C3 4.4837 1.7612 3.5122
H2 -1.4731 -0.1144 -6.1774
C4 -2.5519 1.7640 -0.8250
O4 0.5248 3.8367 -2.1435
H3 -3.6082 2.4476 -2.3707
C5 6.5462 0.5642 3.8324
C6 0.2130 1.5272 -2.6670
O5 -0.3671 -2.9736 -2.4065
C7 -0.5880 -0.6343 -4.0104
H4 -1.9680 3.7815 -1.3264
C8 6.0823 -0.4527 2.9437
H5 -5.1126 0.4010 -2.0069
H6 5.9669 2.4083 4.7778
H7 -3.4339 -4.2178 0.2468
H8 -1.4517 -1.1901 2.7051
H9 -0.9203 -1.5296 -4.4923
O6 -5.0585 -1.8689 2.9629
N2 -2.5035 -3.8986 0.4330
H10 6.7729 -1.2885 2.8858
N3 -3.4730 1.6506 -1.7840
H11 -1.4311 3.0481 0.1526
H12 7.4560 0.5269 4.4318
H13 -0.2212 2.7193 -4.3756
N4 -3.0470 -2.4806 2.3017
N5 -1.9845 2.9528 -0.6951
N6 -0.5483 -1.4574 2.2715
C9 -0.0476 -1.9274 -1.8930
C10 -0.2255 1.7101 -3.9660
N7 0.3164 0.3596 -2.0743
H14 3.8556 2.5519 3.8355
C11 -0.7313 0.6133 -4.6211
H15 4.5858 -1.1154 1.6427
O7 2.3479 0.0496 1.2413
H16 -1.8241 -4.3099 -0.2178
C12 5.7917 1.6936 4.0001
H17 -3.6311 -0.4651 -2.2418
N8 1.8085 1.4346 2.9708
N9 -0.8681 -2.7269 1.6068
N10 2.6770 0.8131 2.2965
H18 0.0862 -1.6714 3.0443
S1 -2.3950 0.5319 0.3054
O8 0.6014 2.3050 -0.4629
H19 -4.1914 0.5370 -3.5052
C13 -0.1513 -0.6836 -2.7308
C14 0.4987 2.6988 -1.7050
O9 0.3841 -1.7166 -0.6963
C15 -2.1847 -2.9861 1.3572
C16 4.8453 -0.3385 2.3236

Forces on atoms 1 to 2 (eV/Å):
0.11 0.60 0.89
1.51 -0.32 0.00

E: -94684.60924 eV



Record 2
Density functional theory data (ωB97M-V/def2-TZVPD) for one molecule with the formula C2H3NOS3 in a non-equilibrium geometry.

Geometry (Å):
S1 2.0270 -0.4801 -0.9708
H1 -0.5487 -1.2434 -1.8273
S2 -2.1167 -0.1384 -0.5178
N1 -0.5695 -0.6504 -1.0065
H2 2.0126 1.8802 0.3631
H3 -2.4752 -1.3453 0.1498
S3 1.2098 1.8833 1.4375
C1 0.3279 0.4259 0.9971
O1 -0.4375 -0.0979 1.7797
C2 0.5702 -0.2337 -0.4048

Forces on atoms 1 to 2 (eV/Å):
1.89 -0.32 -0.67
0.50 0.26 0.09

SMILES: O=C(S)C(=S)NS
E: -38164.89166 eV



Record 3
Density functional theory data (ωB97M-V/def2-TZVPD) for one molecule with the formula C10H12IN in a non-equilibrium geometry.

Geometry (Å):
C1 -1.2051 3.0660 0.3174
H1 -0.2846 -2.6423 1.2341
I1 2.6574 0.3485 0.3295
N1 0.0126 -0.9975 0.2037
H2 -1.5165 0.2009 2.1061
H3 -2.1988 2.4258 2.2397
H4 0.9654 -0.2135 -2.2406
H5 1.5260 -3.2864 -0.4933
C2 -1.2911 0.7760 1.2409
H6 2.2749 -2.8134 1.0427
C3 0.4742 0.7600 -1.9861
H7 2.9220 -2.3131 -0.5294
H8 -1.3068 4.1159 0.3768
C4 -1.5336 2.1033 1.3975
C5 1.9958 -2.5020 0.0427
H9 -0.4123 3.3141 -1.6221
C6 -0.6323 2.6139 -0.8573
H10 -1.8061 -1.8297 0.9450
C7 1.2824 -1.1345 -0.1574
H11 0.6355 1.3338 -2.9522
C8 -0.8368 -2.0944 0.4680
C9 -0.1380 1.2406 -0.8494
H12 -1.0735 -2.7484 -0.4228
C10 -0.5105 0.2764 0.1666

Forces on atoms 1 to 2 (eV/Å):
0.40 -2.32 -0.07
-0.40 -0.80 -0.18

E: -20151.00002 eV



Computed relative energy (zero: lowest compared OMol25 entry of this formula, charge and spin), in the same sequence as the records: 2.8, 11.8, 75.2 kcal per mole.